1.
{"formula": "C18H44CuN4O10S2", "method": "the ωB97M-V functional and the def2-TZVPD basis", "homo_ev": -10.10, "total_charge": 1, "gap_ev": 8.37, "elements": ["Cu", "C", "C", "O", "N", "C", "H", "H", "H", "H", "H", "H", "H", "C", "C", "O", "N", "C", "H", "H", "H", "H", "H", "H", "H", "C", "C", "O", "N", "C", "H", "H", "H", "H", "H", "H", "H", "C", "C", "O", "N", "C", "H", "H", "H", "H", "H", "H", "H", "O", "S", "O", "O", "C", "C", "C", "H", "H", "H", "H", "H", "H", "H", "H", "O", "S", "O", "O", "C", "C", "C", "H", "H", "H", "H", "H", "H", "H", "H"], "positions_angstrom": [[9.609, 10.227, 8.196], [8.112, 7.886, 10.754], [7.954, 9.364, 10.890], [8.297, 10.167, 10.073], [7.332, 9.757, 12.071], [6.939, 11.132, 12.302], [7.119, 7.504, 10.685], [8.655, 7.530, 11.661], [8.619, 7.694, 9.848], [7.252, 9.145, 12.849], [6.104, 11.424, 11.650], [7.664, 11.954, 12.301], [6.565, 11.143, 13.274], [12.481, 9.358, 6.504], [11.372, 8.359, 6.604], [10.218, 8.586, 6.938], [11.660, 7.090, 6.147], [10.563, 6.368, 5.587], [12.363, 9.992, 5.627], [13.511, 8.948, 6.369], [12.362, 10.069, 7.324], [12.573, 6.846, 5.752], [9.682, 6.502, 6.204], [10.856, 5.294, 5.506], [10.258, 6.804, 4.648], [6.455, 10.101, 5.241], [7.415, 10.964, 5.951], [7.944, 10.596, 7.027], [7.725, 12.203, 5.504], [8.841, 12.957, 6.024], [5.636, 9.802, 5.874], [6.965, 9.201, 4.892], [5.993, 10.627, 4.442], [7.196, 12.670, 4.814], [8.551, 13.977, 6.316], [9.620, 12.972, 5.224], [9.291, 12.458, 6.857], [12.393, 8.283, 9.996], [11.641, 9.537, 10.304], [11.119, 10.328, 9.472], [11.747, 9.852, 11.619], [11.121, 11.122, 12.157], [12.535, 7.637, 10.866], [13.366, 8.648, 9.599], [11.869, 7.735, 9.187], [11.722, 9.034, 12.218], [10.134, 11.076, 11.739], [11.665, 11.944, 11.758], [11.125, 11.055, 13.213], [9.026, 15.280, 8.744], [9.008, 14.296, 9.776], [10.159, 13.629, 10.288], [8.343, 14.908, 11.094], [7.300, 15.924, 11.082], [5.956, 15.361, 11.326], [7.685, 13.188, 9.417], [7.318, 16.492, 10.112], [7.699, 16.518, 11.856], [5.753, 15.024, 12.349], [5.643, 14.492, 10.717], [5.253, 16.227, 11.110], [6.881, 13.797, 9.085], [7.360, 12.728, 10.335], [7.948, 12.431, 8.686], [11.589, 12.671, 6.943], [12.821, 13.382, 7.136], [14.019, 12.728, 6.634], [12.769, 14.805, 6.481], [13.987, 15.552, 6.365], [13.479, 16.833, 5.820], [12.967, 13.662, 8.837], [14.683, 15.006, 5.744], [14.384, 15.680, 7.348], [14.381, 17.515, 5.657], [12.773, 17.296, 6.526], [12.863, 16.643, 4.979], [13.238, 12.754, 9.350], [12.026, 13.914, 9.248], [13.710, 14.446, 9.119]], "lowdin_charge": [0.358, 0.030, -0.519, 0.057, 0.030, -0.077, 0.087, 0.109, 0.069, 0.124, 0.097, 0.085, 0.066, 0.016, -0.511, 0.014, 0.003, -0.087, 0.099, 0.108, 0.058, 0.147, 0.079, 0.106, 0.085, 0.027, -0.460, -0.030, 0.044, -0.060, 0.093, 0.104, 0.073, 0.131, 0.098, 0.108, 0.031, 0.021, -0.481, -0.018, 0.038, 0.005, 0.089, 0.115, 0.087, 0.131, 0.055, 0.071, 0.078, -0.265, 0.589, -0.266, -0.275, -0.245, -0.080, -0.106, 0.137, 0.113, 0.083, 0.072, 0.111, 0.061, 0.028, 0.044, -0.281, 0.583, -0.288, -0.249, -0.265, -0.065, -0.116, 0.123, 0.106, 0.119, 0.092, 0.070, 0.075, 0.020, 0.096]}

***

2.
{"formula": "C18H44N4O2", "method": "the ωB97M-V functional and the def2-TZVPD basis", "homo_ev": -8.07, "gap_ev": 8.54, "smiles": "CCN(CC)CC.CCN(CC)CC.CN(C)C=O.CN(C)C=O", "de_lowest_kj_mol": 255.7, "elements": ["C", "C", "N", "C", "C", "C", "C", "H", "H", "H", "H", "H", "H", "H", "H", "H", "H", "H", "H", "H", "H", "H", "C", "C", "N", "C", "C", "C", "C", "H", "H", "H", "H", "H", "H", "H", "H", "H", "H", "H", "H", "H", "H", "H", "C", "O", "N", "C", "C", "H", "H", "H", "H", "H", "H", "H", "C", "O", "N", "C", "C", "H", "H", "H", "H", "H", "H", "H"], "positions_angstrom": [[0.170, -2.484, -1.966], [-0.174, -0.962, -2.379], [-1.436, -0.353, -1.773], [-2.621, -1.014, -2.354], [-2.898, -0.486, -3.733], [-1.486, -0.105, -0.326], [-0.398, 0.987, 0.028], [0.253, -2.533, -0.881], [1.130, -2.697, -2.436], [-0.585, -3.154, -2.378], [0.679, -0.325, -2.145], [-0.321, -0.961, -3.459], [-2.431, -2.065, -2.570], [-3.422, -0.767, -1.656], [-2.049, -0.595, -4.408], [-3.663, -1.130, -4.166], [-3.180, 0.567, -3.727], [-1.421, -1.015, 0.269], [-2.465, 0.244, 0.001], [-0.459, 1.055, 1.114], [-0.603, 1.926, -0.486], [0.609, 0.719, -0.290], [-5.029, 0.656, 5.711], [-3.539, 0.514, 6.146], [-3.306, 0.317, 7.586], [-1.924, -0.085, 7.767], [-0.905, 1.000, 7.762], [-3.760, 1.229, 8.531], [-3.724, 0.775, 10.019], [-5.469, 1.526, 6.199], [-5.725, -0.145, 5.959], [-5.070, 0.866, 4.642], [-3.119, -0.273, 5.520], [-3.116, 1.508, 5.995], [-1.753, -0.617, 8.703], [-1.556, -0.899, 7.143], [0.099, 0.626, 7.964], [-0.734, 1.381, 6.755], [-1.011, 1.773, 8.523], [-4.806, 1.393, 8.273], [-3.322, 2.208, 8.339], [-4.246, 1.506, 10.637], [-2.745, 0.754, 10.498], [-4.270, -0.166, 10.081], [7.281, -5.640, -6.688], [8.348, -5.718, -7.303], [7.191, -5.282, -5.401], [5.942, -4.911, -4.835], [8.406, -5.017, -4.604], [6.303, -5.719, -7.188], [5.817, -5.510, -3.933], [5.015, -4.963, -5.405], [6.175, -3.898, -4.507], [8.791, -3.998, -4.641], [8.044, -5.130, -3.582], [9.160, -5.793, -4.734], [1.785, 6.017, -6.283], [2.638, 5.602, -7.077], [0.895, 5.188, -5.619], [-0.124, 5.791, -4.858], [0.942, 3.700, -5.581], [1.611, 7.060, -5.975], [-0.372, 6.823, -5.105], [0.151, 5.609, -3.819], [-0.980, 5.180, -5.146], [0.586, 3.337, -4.617], [0.259, 3.241, -6.296], [1.936, 3.333, -5.839]], "lowdin_charge": [-0.065, -0.187, -0.193, -0.266, -0.105, -0.245, -0.075, 0.058, 0.060, 0.051, 0.087, 0.083, 0.096, 0.114, 0.059, 0.073, 0.075, 0.098, 0.101, 0.063, 0.068, 0.050, -0.090, -0.217, -0.212, -0.287, -0.108, -0.294, -0.063, 0.054, 0.070, 0.066, 0.116, 0.107, 0.104, 0.115, 0.073, 0.071, 0.073, 0.105, 0.110, 0.065, 0.063, 0.078, -0.343, -0.010, -0.215, -0.078, -0.025, 0.132, 0.086, 0.094, 0.091, 0.094, 0.077, 0.095, -0.302, -0.009, -0.219, -0.100, -0.025, 0.129, 0.092, 0.093, 0.090, 0.081, 0.084, 0.087]}

***

3.
{"formula": "C18H44N9O2P2", "method": "the ωB97M-V functional and the def2-TZVPD basis", "homo_ev": -8.84, "total_charge": 1, "gap_ev": 3.56, "elements": ["N", "C", "C", "C", "C", "C", "N", "N", "C", "H", "H", "H", "H", "H", "H", "H", "H", "O", "P", "N", "C", "C", "N", "C", "C", "N", "C", "C", "H", "H", "H", "H", "H", "H", "H", "H", "H", "H", "H", "H", "H", "H", "H", "H", "H", "H", "O", "P", "N", "C", "C", "N", "C", "C", "N", "C", "C", "H", "H", "H", "H", "H", "H", "H", "H", "H", "H", "H", "H", "H", "H", "H", "H", "H", "H"], "positions_angstrom": [[5.087, 1.375, 6.772], [4.215, 1.772, 5.952], [3.205, 2.892, 6.248], [1.804, 2.375, 6.450], [0.905, 2.977, 7.327], [-0.343, 2.362, 7.370], [-0.614, 1.283, 6.669], [0.176, 0.647, 5.821], [1.342, 1.241, 5.739], [4.985, 1.930, 7.627], [4.135, 1.293, 4.972], [3.252, 3.704, 5.513], [3.526, 3.347, 7.194], [1.149, 3.850, 7.917], [-1.122, 2.779, 8.000], [-1.537, 0.871, 6.774], [2.030, 0.790, 5.030], [-1.248, 0.425, 0.143], [-2.550, 0.084, 0.831], [-1.844, -0.813, 2.138], [-2.267, -2.026, 2.801], [-0.968, -0.048, 3.004], [-3.195, -0.849, -0.481], [-3.399, -2.293, -0.520], [-2.759, -0.422, -1.816], [-4.126, 0.224, 1.527], [-4.251, 1.370, 2.429], [-5.111, -0.777, 1.843], [-2.783, -1.824, 3.754], [-1.393, -2.645, 3.028], [-2.926, -2.651, 2.208], [-1.544, 0.604, 3.683], [-0.294, 0.585, 2.421], [-0.335, -0.695, 3.614], [-3.087, -2.812, 0.383], [-2.845, -2.768, -1.335], [-4.458, -2.522, -0.694], [-1.771, -0.820, -2.071], [-2.705, 0.663, -1.888], [-3.470, -0.762, -2.572], [-3.969, 1.105, 3.462], [-5.273, 1.754, 2.440], [-3.605, 2.191, 2.106], [-5.009, -1.138, 2.874], [-5.106, -1.636, 1.179], [-6.112, -0.342, 1.755], [-0.005, 0.781, -5.220], [1.383, 0.190, -5.344], [0.884, -1.406, -5.772], [1.401, -2.698, -5.383], [0.154, -1.514, -7.032], [1.814, 0.449, -3.675], [1.998, -0.564, -2.645], [1.184, 1.611, -3.049], [3.049, -0.010, -5.752], [3.320, 0.242, -7.171], [4.066, -0.855, -5.187], [2.059, -3.133, -6.150], [0.570, -3.395, -5.234], [1.956, -2.695, -4.450], [0.828, -1.434, -7.896], [-0.599, -0.730, -7.119], [-0.374, -2.466, -7.104], [1.825, -1.582, -2.987], [1.322, -0.422, -1.795], [3.018, -0.512, -2.239], [0.166, 1.386, -2.713], [1.126, 2.452, -3.739], [1.763, 1.943, -2.183], [3.204, -0.670, -7.774], [4.333, 0.624, -7.316], [2.636, 0.996, -7.569], [4.127, -1.820, -5.704], [3.952, -1.045, -4.124], [5.044, -0.373, -5.298]], "lowdin_charge": [0.133, -0.238, -0.103, -0.126, 0.068, 0.009, 0.064, 0.155, -0.014, 0.062, 0.110, 0.144, 0.124, 0.143, 0.156, 0.192, 0.133, -0.282, 0.749, -0.304, -0.133, -0.176, -0.311, -0.134, -0.142, -0.333, -0.144, -0.114, 0.078, 0.088, 0.053, 0.051, 0.070, 0.061, 0.049, 0.083, 0.079, 0.077, 0.071, 0.088, 0.066, 0.083, 0.076, 0.082, 0.064, 0.093, -0.283, 0.746, -0.313, -0.140, -0.135, -0.310, -0.141, -0.153, -0.336, -0.136, -0.121, 0.082, 0.086, 0.049, 0.071, 0.071, 0.080, 0.050, 0.073, 0.074, 0.070, 0.070, 0.081, 0.077, 0.081, 0.077, 0.084, 0.060, 0.089]}